The following is a quantum chemistry calculation of a 8-piece molecular cluster, C39H82F6N4O12S2 overall at a distorted geometry, from the OMol25 dataset.

Computed properties:
Energy, eV: -110261.806
LUMO energy, eV: -1.687

The geometry in XYZ format:
```
145
Properties=species:S:1:pos:R:3:mulliken_charge:R:1
C 3.8528 9.6637 -6.6442 -0.719
O 3.2000 9.3686 -5.4254 -0.349
C 3.2196 7.9938 -5.0746 -0.534
C 4.4000 7.6924 -4.1374 -0.790
N 4.4732 8.5708 -2.9178 -0.032
H 5.1737 8.1049 -2.3590 0.375
H 4.8116 9.4569 -3.2648 0.378
C 3.2492 8.7881 -2.0372 -0.750
C 3.5706 9.7722 -0.9705 -0.690
O 4.7417 9.6345 -0.3095 -0.359
C 5.0333 8.4217 0.3251 -0.618
H 3.6879 10.7404 -6.6837 0.261
H 3.3728 9.1355 -7.4680 0.318
H 4.9302 9.5075 -6.5900 0.309
H 3.1987 7.3728 -5.9702 0.499
H 2.2139 8.0172 -4.6551 0.271
H 5.3874 7.6257 -4.5941 0.455
H 4.2993 6.6735 -3.7635 0.432
H 3.1853 7.8133 -1.5539 0.459
H 2.4168 9.0545 -2.6886 0.383
H 2.7327 9.8320 -0.2760 0.444
H 3.3785 10.7760 -1.3492 0.435
H 4.9928 7.6245 -0.4171 0.307
H 4.5279 8.1938 1.2636 0.293
H 6.0814 8.5851 0.5758 0.221
C 0.5127 -3.9067 6.7539 -1.405
C -0.5159 -4.8571 6.0087 -0.298
C -1.8306 -4.1178 5.6102 -0.545
N -2.7775 -5.1437 4.9013 0.162
C -3.9448 -4.2350 4.5871 -0.698
C -5.0816 -5.0295 3.9927 -0.776
C -5.5667 -6.1079 4.9904 -0.738
C -4.4292 -7.0184 5.3458 -0.724
C -3.1123 -6.3799 5.7692 -0.572
C -2.1478 -5.7106 3.4955 -0.906
H 0.8610 -3.1494 6.0516 0.375
H 1.4667 -4.3882 6.9686 0.405
H 0.2188 -3.5515 7.7416 0.379
H -0.6998 -5.7234 6.6441 0.323
H -0.0531 -5.2760 5.1151 0.210
H -1.5718 -3.4119 4.8211 0.403
H -2.2663 -3.7283 6.5304 0.393
H -4.3256 -3.8358 5.5271 0.450
H -3.6559 -3.4619 3.8751 0.489
H -5.8155 -4.2509 3.7848 0.413
H -4.9614 -5.4147 2.9801 0.340
H -5.9964 -5.6363 5.8742 0.387
H -6.4395 -6.5052 4.4722 0.346
H -4.9118 -7.7732 5.9667 0.397
H -4.2673 -7.4786 4.3711 0.294
H -3.2880 -6.0215 6.7834 0.456
H -2.3547 -7.1632 5.7937 0.387
H -2.1723 -4.8165 2.8727 0.396
H -2.8775 -6.3843 3.0463 0.348
H -1.1060 -6.0259 3.5532 0.308
C 3.4883 -11.7077 -5.0130 -1.233
C 4.9745 -11.2150 -4.8974 -0.358
C 4.9657 -9.8465 -4.0900 -0.916
N 6.3146 -9.0718 -3.9691 0.117
C 6.2220 -8.0900 -2.7764 -0.773
C 5.3642 -6.7786 -2.9939 -0.586
C 5.8985 -6.0514 -4.2100 -0.713
C 5.9082 -6.9674 -5.4559 -0.654
C 6.8171 -8.2638 -5.2026 -0.509
C 7.4578 -10.0494 -3.5285 -1.047
H 3.0307 -11.7218 -4.0238 0.347
H 3.6806 -12.7148 -5.3830 0.373
H 2.8528 -11.0959 -5.6533 0.348
H 5.4304 -10.9099 -5.8393 0.313
H 5.5498 -11.9520 -4.3370 0.377
H 4.6722 -10.0804 -3.0666 0.460
H 4.2703 -9.1188 -4.5082 0.372
H 5.8023 -8.6629 -1.9495 0.434
H 7.2657 -7.8616 -2.5602 0.492
H 4.2914 -6.9715 -2.9984 0.330
H 5.6751 -6.2092 -2.1179 0.362
H 5.3211 -5.1320 -4.3063 0.365
H 6.8998 -5.7396 -3.9128 0.319
H 4.8838 -7.2557 -5.6917 0.326
H 6.2379 -6.6036 -6.4290 0.442
H 6.6462 -8.8293 -6.1187 0.318
H 7.8739 -8.0690 -5.0199 0.447
H 7.6737 -10.6979 -4.3776 0.409
H 7.1342 -10.6232 -2.6601 0.400
H 8.3433 -9.5309 -3.1609 0.434
C -7.7573 3.6018 1.0005 -1.332
C -6.7052 2.9587 0.0462 -0.494
C -7.2072 2.8126 -1.3743 -0.747
N -6.2892 2.0297 -2.4223 0.271
C -7.1113 2.1002 -3.7733 -0.725
C -7.0547 3.4312 -4.4165 -0.741
C -5.5147 3.9670 -4.4836 -0.790
C -4.9535 4.1291 -3.0134 -0.406
C -4.8607 2.7540 -2.4362 -0.794
C -6.1382 0.5035 -2.1283 -0.889
H -8.4369 2.8411 1.3847 0.336
H -8.3300 4.3672 0.4767 0.355
H -7.3932 4.2259 1.8166 0.397
H -6.2103 2.0499 0.3887 0.356
H -5.8581 3.6447 0.0400 0.315
H -7.5098 3.7500 -1.8411 0.439
H -8.1540 2.2726 -1.3779 0.417
H -8.1215 1.7053 -3.6654 0.424
H -6.6448 1.3428 -4.4033 0.534
H -7.6037 4.2125 -3.8909 0.306
H -7.5673 3.4506 -5.3783 0.434
H -5.6004 4.8872 -5.0615 0.415
H -5.0270 3.2134 -5.1019 0.313
H -5.5348 4.8060 -2.3874 0.284
H -4.0474 4.7261 -3.1173 0.393
H -4.5843 2.8020 -1.3829 0.448
H -4.2104 2.0885 -3.0040 0.435
H -5.2878 -0.0463 -2.5316 0.355
H -6.9871 -0.0853 -2.4756 0.361
H -6.1310 0.3028 -1.0570 0.330
C -5.5867 0.9269 9.1356 -0.766
C -5.9575 -0.2118 10.0883 0.516
O -6.3765 -1.2920 9.7064 -0.723
O -5.5790 -0.0008 11.2478 -0.708
H -4.5087 0.8859 8.9801 0.162
H -5.7743 1.9374 9.4987 0.267
H -6.1621 0.8437 8.2136 0.254
C 8.3555 2.0293 -2.4554 -0.770
C 9.1324 3.0920 -1.6756 0.515
O 10.1279 2.6948 -1.0571 -0.705
O 8.7631 4.3004 -1.6425 -0.739
H 8.9247 1.2336 -2.9361 0.270
H 7.9348 2.5768 -3.2988 0.235
H 7.4739 1.5968 -1.9822 0.197
C -2.9178 9.8667 5.9491 0.554
F -1.6318 9.7695 6.4985 -0.236
F -3.0450 8.9808 4.9664 -0.219
F -3.9231 9.7069 6.8096 -0.208
S -3.0952 11.7369 5.1756 1.041
O -2.1519 11.7157 4.0273 -0.652
O -4.5267 11.8182 4.8276 -0.650
O -2.7425 12.6206 6.2729 -0.629
C 0.9111 2.4757 2.8975 0.559
F 1.9929 3.0931 3.3843 -0.208
F 0.0917 1.9829 3.8977 -0.238
F 0.1371 3.4529 2.3589 -0.236
S 1.2063 1.0096 1.6004 1.066
O 2.3108 0.1680 2.1704 -0.659
O -0.0616 0.3189 1.5469 -0.634
O 1.5428 1.7314 0.3730 -0.650
```